Entry from OMol25: a cluster of 6 separate species, C23H58ClIO12PS in total (ωB97M-V with the def2-TZVPD basis set).

Geometry as XYZ:
```
97
Properties=species:S:1:pos:R:3:forces:R:3
I -4.795 -2.726 -1.342 0.248 0.339 0.347
Cl 1.521 -3.672 -0.180 -0.596 1.443 0.054
S -0.612 -1.180 -0.984 0.306 0.675 -1.988
P 0.338 -2.176 0.699 0.860 -0.788 2.825
O 5.086 5.114 4.682 0.038 0.168 -0.138
O 4.771 0.216 1.545 -0.048 0.024 0.080
O -8.653 -1.249 -5.080 0.148 0.212 0.074
O 0.399 0.084 -1.430 -1.488 -0.800 0.477
O -6.418 0.417 -6.002 -0.034 -0.234 0.132
O 1.457 -1.122 1.371 -1.243 -1.474 -1.884
O -2.720 -4.998 -7.539 -0.137 0.247 0.127
O -3.841 -3.637 -5.193 -0.026 -0.197 -0.019
O 2.110 -0.828 6.022 -0.130 -0.263 -0.094
O -0.589 -1.747 5.320 0.128 0.163 0.037
O 7.606 6.569 4.261 -0.201 -0.073 0.183
O 6.085 2.851 1.440 -0.047 -0.386 -0.302
C 6.862 2.374 0.351 0.081 0.146 0.006
C -2.896 -1.334 0.701 -0.366 0.054 -0.130
C -3.519 -4.153 -8.354 0.047 -0.097 -0.123
C 7.360 7.253 5.480 0.122 0.075 -0.060
C -1.955 -4.280 -6.586 0.063 -0.434 -0.003
C 6.167 4.646 3.881 -0.030 -0.053 0.498
C -7.359 -0.217 -6.858 -0.119 0.422 -0.020
C -8.714 -0.362 -6.191 0.055 -0.402 -0.101
C 4.411 6.217 4.099 -0.029 -0.102 0.115
C 4.210 1.430 2.042 -0.138 -0.084 -0.340
C 2.307 -2.063 6.696 0.106 0.064 0.063
C 5.864 -0.246 2.330 -0.015 -0.149 -0.010
C -5.547 -0.509 -5.377 0.093 0.107 -0.087
C 1.639 -0.992 4.697 0.011 0.520 0.254
C -4.393 -1.575 0.437 0.056 -0.033 0.468
C -1.027 -1.306 6.599 -0.137 -0.060 0.020
C 0.139 -0.755 4.616 0.018 -0.412 -0.066
C 7.501 5.158 4.393 0.076 0.113 -0.396
C -2.210 -0.459 -0.393 0.569 1.056 1.216
C -2.596 -4.323 -5.210 0.010 0.409 -0.065
C 4.695 2.637 1.260 0.135 0.195 0.389
C -4.951 -4.521 -5.275 -0.084 0.141 0.075
C -8.583 -0.570 -3.838 -0.088 -0.125 -0.022
H -8.276 -1.290 -3.080 -0.042 -0.043 -0.039
H 4.424 1.548 3.108 0.050 0.029 -0.013
H 7.663 4.851 5.431 -0.079 0.003 0.022
H -1.336 -2.181 7.167 -0.008 -0.019 -0.085
H 3.762 5.871 3.286 0.001 0.097 -0.075
H 6.021 4.923 2.835 0.055 0.038 0.000
H -2.719 -5.356 -4.872 0.000 -0.030 -0.067
H 4.451 2.540 0.198 0.007 -0.070 -0.012
H 8.299 4.720 3.786 -0.014 -0.045 0.011
H 7.902 2.334 0.673 -0.036 0.060 0.041
H -1.801 -3.246 -6.910 -0.064 0.039 0.046
H -1.938 -3.811 -4.500 0.050 -0.023 0.014
H -4.782 -2.127 1.303 0.039 -0.028 -0.456
H 2.407 -1.851 7.759 0.030 0.061 -0.040
H 4.182 3.527 1.640 -0.058 -0.027 0.003
H 6.394 -1.003 1.753 -0.061 0.010 -0.027
H -9.415 -0.795 -6.909 -0.007 0.037 -0.022
H -0.975 -4.763 -6.531 0.020 0.032 0.030
H 2.327 -1.475 1.120 0.550 0.505 0.258
H -2.895 -3.660 -9.106 -0.055 0.075 0.001
H -4.976 -0.647 0.389 0.297 -0.208 -0.256
H 5.495 -0.702 3.254 0.074 0.051 0.056
H -4.253 -4.776 -8.863 0.065 -0.046 0.012
H 3.791 6.675 4.869 -0.008 -0.062 0.008
H -0.121 0.245 4.975 0.116 0.015 0.052
H 6.555 1.375 0.035 -0.030 -0.001 0.014
H -2.406 -2.299 0.888 -0.127 0.232 -0.294
H -1.932 0.506 0.063 0.024 -0.299 -0.232
H 1.466 -2.744 6.552 0.006 0.013 -0.027
H 5.109 6.965 3.719 -0.002 -0.022 -0.026
H 2.146 -0.240 4.083 -0.012 -0.006 -0.075
H -2.823 -0.777 1.650 0.073 -0.203 -0.269
H -1.886 -0.636 6.489 0.030 0.046 0.070
H 6.475 6.870 5.993 0.007 -0.035 -0.006
H 3.229 -2.538 6.345 -0.032 -0.084 0.012
H -6.086 -1.369 -4.973 0.002 -0.016 -0.013
H -9.102 0.614 -5.886 0.062 0.028 0.008
H -5.114 -5.005 -4.306 -0.039 -0.114 -0.047
H -4.811 -5.281 -6.046 0.037 0.002 0.029
H -0.161 -0.818 3.566 -0.058 0.032 -0.144
H 3.124 1.348 1.924 -0.032 0.071 0.049
H -4.791 -0.854 -6.091 0.019 -0.131 0.065
H 1.283 -0.271 -1.268 0.492 0.245 -0.063
H 6.162 3.555 3.944 0.038 -0.009 -0.055
H -9.569 -0.177 -3.570 0.038 0.086 0.059
H 1.902 -1.980 4.306 -0.085 -0.059 0.024
H -0.234 -0.794 7.147 0.018 0.011 -0.045
H -7.468 0.420 -7.741 -0.021 -0.031 -0.011
H -2.854 -0.218 -1.251 0.485 -0.626 -0.111
H 7.201 8.305 5.247 0.052 -0.025 -0.053
H -5.043 0.003 -4.557 -0.010 0.056 -0.037
H -7.857 0.247 -3.862 -0.020 0.014 -0.021
H 6.784 3.065 -0.494 0.011 -0.068 -0.056
H -6.987 -1.190 -7.193 -0.024 -0.041 0.059
H -5.833 -3.931 -5.523 0.041 0.048 0.039
H 8.230 7.168 6.138 -0.056 0.005 0.083
H 6.558 0.561 2.571 -0.045 0.017 -0.005
H -4.048 -3.399 -7.766 0.025 0.003 0.026
```
Forces are in eV/Å.

Results
* orbital gap: 5.6488 eV
* LUMO energy: -4.798 eV
* spin multiplicity: 1
* molar mass: 752.10 g mol⁻¹
* total charge: +1
* maximum force: 3.1 eV/A

Entry from OMol25: a structure of composition C23H59BFNO5SSi2 (ωB97M-V with the def2-TZVPD basis set).

Geometry as XYZ:
```
93
Properties=species:S:1:pos:R:3:forces:R:3
S -1.623 2.818 7.048 0.636 0.313 -0.096
Si -2.026 1.497 5.394 -1.045 -0.692 0.385
Si 0.638 0.841 4.547 0.635 -0.650 -0.014
F -0.916 3.728 2.437 -0.020 0.092 -0.034
O -3.801 -0.944 4.106 -0.056 0.038 -0.406
O -0.829 0.364 5.212 0.227 1.058 -0.231
O 1.297 -0.129 1.812 -0.643 0.307 -0.457
O 1.214 -1.825 3.407 -0.697 -0.545 0.360
O -3.498 -0.864 5.489 0.010 -0.221 0.484
N 1.921 0.873 5.736 0.018 0.199 -0.582
C -3.186 3.954 -0.088 -0.095 -0.066 0.089
C -0.240 -5.541 -8.258 -0.033 -0.086 0.088
C -3.600 0.513 5.845 0.409 0.352 -0.628
C 4.035 -1.508 -1.739 0.078 -0.005 -0.118
C 5.299 -1.865 -0.961 0.002 0.029 0.068
C -4.003 5.218 0.178 0.040 0.040 -0.025
C -1.656 3.786 3.626 0.500 -0.556 -0.481
C 0.935 -3.697 -6.022 0.031 -0.020 -0.062
C 5.323 -3.284 -0.390 -0.024 -0.037 -0.071
C 4.159 -3.621 0.539 0.105 0.021 0.101
C -3.786 6.707 -2.564 -0.007 -0.110 -0.053
C 3.049 1.720 5.264 -0.108 0.144 0.381
C -0.896 -5.281 -6.905 -0.010 0.055 -0.117
C 0.940 -4.717 -3.682 0.054 -0.116 -0.059
C -4.003 2.669 0.020 0.111 0.031 -0.073
C -2.393 2.466 3.823 0.101 0.435 0.730
C 4.105 -2.747 1.789 -0.054 -0.080 -0.060
C 3.817 -2.377 -2.975 -0.103 0.072 0.081
C 1.562 -4.719 -5.076 0.001 0.099 0.103
C -0.550 -3.916 -6.314 -0.022 0.002 0.066
C 2.739 3.212 5.378 -0.331 -0.592 -0.414
C -4.737 5.551 -2.268 -0.012 0.127 -0.001
C -5.152 5.464 -0.801 -0.034 -0.055 0.015
B 1.079 -0.500 3.106 0.121 0.013 0.143
H 5.031 -2.833 2.363 0.024 0.032 -0.026
H -0.930 3.965 4.405 0.151 0.245 0.329
H -2.931 -1.022 3.687 0.076 -0.073 0.163
H 3.210 -3.546 0.000 0.007 -0.012 -0.027
H -0.623 -6.076 -6.206 -0.001 0.013 0.022
H -2.714 4.007 -1.073 -0.017 0.027 -0.012
H -0.886 -3.135 -7.004 -0.010 -0.008 -0.015
H 1.495 -3.695 -6.961 -0.013 0.008 -0.009
H -0.115 -4.992 -3.708 -0.010 0.015 0.004
H 1.061 -2.696 -5.597 0.011 -0.001 0.016
H -5.655 6.394 -0.519 -0.003 0.012 -0.016
H 0.588 2.178 3.936 -0.263 0.211 0.242
H 3.280 -3.048 2.432 -0.005 0.040 0.039
H 3.902 1.495 5.885 0.275 -0.178 0.238
H -5.901 4.674 -0.692 0.005 -0.005 0.014
H -4.282 4.611 -2.589 -0.010 -0.017 0.018
H -2.783 2.774 7.707 -0.233 -0.261 -0.198
H -3.368 1.796 -0.140 -0.021 -0.022 0.016
H 2.531 3.617 4.402 0.068 0.377 -0.357
H -3.861 0.595 6.890 0.075 -0.347 0.433
H 0.818 -0.695 1.187 0.652 -0.101 0.026
H 3.350 1.480 4.245 0.064 -0.066 -0.267
H -2.299 1.838 2.951 0.205 -0.221 -0.420
H 1.499 -5.723 -5.503 -0.001 0.009 -0.030
H 2.923 -2.057 -3.513 0.015 -0.035 -0.055
H -2.372 3.912 0.636 0.060 0.013 -0.030
H 1.451 -5.433 -3.037 -0.021 0.022 0.051
H -3.551 6.751 -3.628 0.013 0.033 -0.002
H 5.429 -1.143 -0.151 0.006 -0.014 0.013
H 6.167 -1.740 -1.616 -0.011 0.009 -0.021
H 3.551 3.745 5.836 0.290 0.343 0.201
H 2.312 -0.050 5.880 -0.243 -0.130 0.271
H 4.666 -2.303 -3.658 0.014 -0.034 0.003
H -4.436 0.921 5.290 -0.370 0.235 -0.095
H 1.832 3.335 5.948 -0.199 0.169 0.489
H -0.528 -4.778 -8.984 0.030 0.024 -0.004
H -1.128 -3.771 -5.397 0.011 0.009 0.007
H 2.628 -4.493 -4.983 0.014 -0.024 -0.024
H -2.843 6.602 -2.025 0.002 0.019 0.013
H -4.234 7.662 -2.281 0.017 0.011 0.030
H -3.450 2.691 3.893 -0.437 -0.062 0.052
H 4.254 -4.666 0.845 -0.034 -0.017 -0.025
H 0.848 -5.547 -8.185 0.009 0.018 -0.014
H -3.329 6.079 0.175 -0.010 0.009 0.000
H 6.264 -3.422 0.153 -0.006 -0.008 0.023
H -0.546 -6.510 -8.655 0.010 0.004 -0.034
H 4.106 -0.464 -2.052 -0.030 0.016 0.027
H 3.159 -1.572 -1.088 0.013 0.007 0.030
H 1.024 -3.730 -3.221 -0.035 0.011 0.007
H -1.981 -5.340 -7.024 -0.009 -0.026 0.031
H 0.802 -2.042 4.257 0.345 -0.054 -0.226
H 5.343 -4.008 -1.210 0.010 0.016 -0.012
H 3.682 -3.427 -2.710 0.014 -0.013 -0.024
H -4.455 2.577 1.011 -0.039 0.006 -0.008
H -2.322 4.632 3.545 -0.217 0.223 -0.003
H -4.802 2.631 -0.722 -0.029 -0.010 0.019
H -5.639 5.675 -2.874 -0.004 -0.036 -0.016
H -4.417 5.166 1.191 0.005 -0.014 0.008
H 3.954 -1.695 1.539 0.003 0.011 0.023
```
Forces are in eV/Å.

Results
* orbital gap: 9.3404 eV
* LUMO energy: 0.153 eV
* spin multiplicity: 1
* molar mass: 547.78 g mol⁻¹
* maximum force: 1.3 eV/A

Entry from OMol25: a cluster of 3 separate species, C23H60BrN7O6P3S2 in total (ωB97M-V with the def2-TZVPD basis set).

Geometry as XYZ:
```
102
Properties=species:S:1:pos:R:3:forces:R:3
Br -4.304 3.265 0.187 -0.193 0.136 -0.205
S 0.168 3.227 6.105 -0.006 -0.012 0.098
S 2.955 2.630 6.759 0.128 0.369 0.018
P 3.101 -1.892 -4.477 0.763 3.762 -1.670
P -2.275 4.326 3.493 0.720 2.015 0.602
P -2.622 -2.547 -0.022 -0.762 -0.148 -4.061
O -0.591 5.811 1.880 0.063 -0.103 -0.168
O 2.323 -1.865 -3.225 -0.188 -2.227 0.204
O -2.886 -1.237 0.594 0.407 -0.669 2.113
O -1.929 2.682 3.051 -0.149 -0.190 -0.332
O -0.969 7.113 2.331 0.100 0.242 -0.024
O -3.997 4.077 2.929 -0.035 -0.676 -0.314
N -4.002 -2.828 -0.976 -0.027 0.317 -0.008
N 2.266 -0.826 -5.497 -0.112 0.165 0.317
N 4.634 -1.299 -4.088 -0.013 -0.245 0.302
N 3.493 -2.987 -5.717 -0.810 -1.493 1.216
N -1.247 -2.356 -0.975 0.210 0.156 0.326
N 2.105 2.265 4.306 -0.838 0.325 -0.151
N -2.458 -4.176 0.450 0.054 0.670 1.924
C -2.701 3.873 5.302 -0.831 -0.533 -0.569
C 1.017 -0.268 -4.982 -0.043 0.050 0.151
C -1.068 1.902 5.947 -0.355 -0.584 -0.109
C 1.640 0.783 2.382 -0.095 0.074 -0.032
C -4.163 2.963 2.229 0.412 -0.482 0.378
C 2.244 4.811 3.929 0.165 0.178 -0.313
C -0.113 -1.690 -0.334 -0.034 0.385 0.119
C 4.382 -4.083 -5.280 0.367 0.197 -0.069
C -3.991 -3.458 -2.278 -0.055 -0.394 0.103
C -1.780 5.009 1.759 -0.091 0.018 0.457
C -2.986 1.991 2.466 -0.459 -0.344 0.411
C 2.892 0.083 -6.434 0.020 -0.239 -0.354
C 2.314 -3.601 -6.364 -0.070 0.164 -0.238
C 5.552 -0.640 -4.997 0.169 -0.171 -0.268
C -5.072 -1.839 -0.878 -0.002 0.158 -0.002
C -0.895 -3.127 -2.151 0.154 -0.304 -0.102
C 5.260 -1.880 -2.905 -0.153 0.006 0.317
C -3.606 -4.690 1.225 -0.183 -0.121 -0.175
C -2.511 2.426 5.764 0.134 0.393 0.817
C 1.783 2.614 5.625 0.302 -0.568 0.034
C -1.235 -4.438 1.236 0.258 -0.075 -0.320
C 1.063 1.501 3.602 0.117 -0.167 -0.011
C 2.626 3.399 3.494 0.560 0.155 0.093
H -0.464 -0.850 0.264 -0.072 -0.059 0.015
H -4.873 -0.940 -1.473 -0.027 0.013 0.008
H -3.002 2.324 6.742 -0.013 0.007 -0.038
H -4.518 -4.625 0.639 0.032 0.108 -0.047
H -3.755 -4.146 2.165 0.037 -0.040 0.030
H 0.419 0.092 -5.822 0.079 0.016 -0.045
H 1.710 -4.187 -5.663 0.034 -0.054 -0.011
H 2.675 0.492 2.573 -0.003 0.032 -0.044
H -2.704 1.405 1.589 0.142 0.324 -0.142
H 5.866 -1.265 -5.844 -0.033 -0.018 0.012
H 1.072 -0.128 2.179 -0.056 0.068 -0.004
H -5.104 2.445 2.421 -0.171 0.297 -0.251
H -1.489 4.230 1.051 -0.098 0.065 -0.073
H 6.036 -1.214 -2.526 -0.022 0.054 -0.061
H 3.994 -4.630 -4.414 -0.024 -0.047 -0.034
H 2.508 5.485 3.108 -0.005 -0.026 0.020
H -6.003 -2.291 -1.232 0.053 -0.053 -0.057
H 1.179 0.566 -4.291 -0.026 0.009 -0.005
H 4.511 -4.790 -6.099 -0.062 0.023 -0.030
H 0.434 -1.025 -4.466 0.062 0.001 0.063
H -1.139 -3.786 2.110 -0.020 -0.041 0.040
H -5.225 -1.531 0.152 0.093 0.057 -0.006
H 0.564 -1.294 -1.091 -0.037 -0.062 -0.060
H 0.466 -2.353 0.321 0.053 -0.008 -0.078
H 0.047 -2.749 -2.551 0.051 0.006 0.140
H 4.523 -1.999 -2.113 -0.051 -0.020 -0.063
H -2.216 4.595 5.966 0.219 -0.053 -0.138
H -2.686 5.682 3.839 -0.133 -0.099 -0.006
H 1.173 4.930 4.088 0.050 -0.057 0.079
H -0.761 -4.202 -1.964 -0.048 0.011 0.055
H -4.988 -3.850 -2.504 -0.020 0.056 0.036
H -3.310 -4.308 -2.301 0.083 0.049 0.033
H -3.432 -5.741 1.459 0.075 0.014 0.002
H -0.865 7.039 3.289 -0.115 -0.200 0.006
H 0.733 0.725 4.294 0.052 0.065 0.000
H 1.684 -2.836 -6.808 0.019 0.076 0.092
H -1.013 1.333 6.878 0.038 0.022 -0.021
H -0.938 4.677 3.900 0.130 -0.583 -0.117
H 2.283 3.269 2.468 -0.111 -0.218 0.097
H 3.718 3.332 3.468 -0.026 -0.045 0.005
H 2.170 0.368 -7.206 -0.046 -0.007 0.053
H -3.724 -2.757 -3.079 -0.015 -0.023 -0.027
H 5.717 -2.861 -3.089 0.083 0.058 -0.009
H -3.404 1.241 3.166 0.180 0.040 0.095
H -3.777 4.065 5.398 0.055 0.112 0.008
H -2.572 5.652 1.370 -0.021 -0.185 -0.199
H 5.371 -3.698 -5.036 -0.041 0.072 0.054
H -1.244 -5.472 1.581 -0.074 -0.002 -0.006
H 3.237 1.005 -5.952 -0.003 0.017 -0.030
H -3.047 1.749 5.100 0.099 0.022 -0.057
H 5.139 0.283 -5.388 -0.051 -0.012 -0.034
H 0.195 2.116 3.337 0.046 -0.075 -0.006
H 2.821 5.140 4.794 -0.209 -0.104 0.148
H 3.725 -0.390 -6.951 0.046 -0.034 0.076
H 2.653 -4.261 -7.163 0.063 -0.014 0.041
H -0.850 1.200 5.151 0.165 0.322 -0.096
H -0.350 -4.319 0.613 -0.035 0.093 -0.033
H 6.452 -0.357 -4.451 -0.026 -0.100 0.074
H -1.626 -3.008 -2.946 -0.074 -0.040 0.036
H 1.590 1.397 1.482 0.123 -0.020 0.004
```
Forces are in eV/Å.

Results
* orbital gap: 6.1983 eV
* LUMO energy: 1.786 eV
* spin multiplicity: 1
* molar mass: 767.74 g mol⁻¹
* total charge: -1
* maximum force: 4.2 eV/A